Entry 1:
{"formula": "C27H33HfN3P2Se", "method": "ωB97M-V/def2-TZVPD", "symbols": ["C", "C", "C", "C", "C", "C", "C", "C", "C", "C", "C", "C", "C", "H", "H", "H", "H", "H", "H", "H", "N", "Hf", "C", "H", "H", "C", "H", "H", "P", "P", "C", "H", "H", "H", "C", "H", "H", "H", "C", "H", "H", "H", "C", "H", "H", "H", "H", "H", "C", "N", "C", "Se", "N", "C", "C", "C", "C", "C", "C", "H", "H", "H", "H", "H", "H", "H", "H"], "positions_angstrom": [[-1.556, 3.042, -3.754], [-1.338, 1.725, -3.341], [0.016, 1.245, -3.246], [1.086, 2.081, -3.616], [0.800, 3.349, -4.109], [-0.504, 3.858, -4.142], [2.537, 1.671, -3.343], [2.558, 0.158, -3.543], [1.452, -0.647, -3.213], [1.533, -2.079, -3.327], [2.786, -2.649, -3.580], [3.881, -1.855, -3.866], [3.746, -0.471, -3.897], [-2.568, 3.441, -3.701], [1.634, 3.958, -4.397], [-0.683, 4.894, -4.417], [3.220, 2.178, -4.000], [2.896, -3.730, -3.496], [4.866, -2.308, -4.030], [4.572, 0.174, -4.144], [0.359, 0.027, -2.579], [-0.288, -0.499, -0.604], [-2.512, 0.921, -2.743], [-2.560, -0.085, -3.208], [-3.474, 1.450, -2.872], [0.366, -2.997, -2.902], [-0.568, -2.720, -3.427], [0.604, -4.066, -3.041], [-2.351, 0.721, -0.908], [0.068, -2.847, -1.101], [1.448, -3.720, -0.342], [1.368, -3.631, 0.754], [1.366, -4.762, -0.685], [2.404, -3.272, -0.655], [-1.451, -3.688, -0.669], [-1.272, -4.739, -0.927], [-1.618, -3.541, 0.411], [-2.287, -3.244, -1.233], [-2.562, 2.395, -0.277], [-3.554, 2.743, -0.598], [-2.477, 2.367, 0.822], [-1.772, 3.057, -0.664], [-3.755, -0.266, -0.393], [-3.704, -0.344, 0.705], [-4.641, 0.277, -0.739], [-3.674, -1.273, -0.833], [2.937, 2.001, -2.342], [0.166, 0.487, 0.974], [2.200, -0.719, 4.687], [0.886, -0.101, 4.604], [0.034, -0.113, 3.535], [0.450, -0.976, 1.871], [-1.095, 0.535, 3.944], [-0.965, 0.958, 5.275], [-1.817, 1.677, 6.115], [-1.320, 1.990, 7.406], [-0.025, 1.588, 7.801], [0.793, 0.861, 6.946], [0.284, 0.568, 5.695], [2.977, 0.043, 4.837], [2.398, -1.264, 3.753], [2.230, -1.417, 5.534], [-1.905, 0.679, 3.354], [-2.802, 1.969, 5.775], [-1.945, 2.550, 8.103], [0.322, 1.862, 8.802], [1.802, 0.519, 7.199]], "homo_energy_ev": -12.51, "orbital_gap_ev": 6.03, "total_charge": 2, "de_lowest_ev": 1.862, "lumo_ha": -0.238, "largest_force_ev_per_a": 4.650}

Entry 2:
{"formula": "C68H47N4S2SbTa", "method": "ωB97M-V/def2-TZVPD", "symbols": ["Ta", "C", "C", "C", "C", "C", "C", "C", "C", "C", "C", "C", "N", "C", "C", "C", "C", "C", "C", "C", "C", "C", "C", "C", "C", "C", "N", "C", "C", "C", "C", "C", "C", "C", "C", "C", "C", "C", "C", "N", "C", "C", "N", "C", "C", "C", "C", "C", "C", "H", "H", "H", "H", "H", "H", "H", "H", "H", "H", "H", "H", "H", "H", "H", "H", "H", "H", "H", "H", "H", "H", "H", "H", "H", "H", "H", "H", "S", "C", "C", "C", "C", "C", "C", "S", "H", "H", "H", "H", "C", "C", "C", "C", "C", "C", "Sb", "C", "C", "C", "C", "C", "C", "C", "C", "C", "C", "C", "C", "H", "H", "H", "H", "H", "H", "H", "H", "H", "H", "H", "H", "H", "H", "H"], "positions_angstrom": [[-0.155, 1.562, -0.124], [7.312, -0.216, 1.296], [6.757, 0.977, 1.741], [5.426, 1.268, 1.475], [4.645, 0.377, 0.742], [5.216, -0.804, 0.270], [6.540, -1.105, 0.561], [3.206, 0.683, 0.471], [2.368, 0.827, 1.578], [2.738, 0.541, 2.921], [1.624, 0.655, 3.693], [0.536, 0.994, 2.834], [1.010, 1.118, 1.554], [-0.835, 0.950, 3.202], [-1.757, 0.385, 2.299], [-2.886, -0.446, 2.606], [-3.477, -0.794, 1.440], [-2.753, -0.166, 0.379], [-3.187, -0.077, -0.940], [-4.557, -0.575, -1.268], [-4.744, -1.524, -2.272], [-6.020, -1.976, -2.583], [-7.122, -1.465, -1.912], [-6.947, -0.504, -0.926], [-5.671, -0.066, -0.600], [-2.457, 0.517, -1.971], [-1.140, 0.925, -1.890], [-0.775, 1.381, -3.146], [0.544, 1.620, -3.518], [0.870, 2.235, -4.832], [0.408, 1.718, -6.043], [0.726, 2.340, -7.240], [1.505, 3.489, -7.244], [1.969, 4.012, -6.043], [1.657, 3.387, -4.844], [1.615, 1.291, -2.672], [2.966, 1.107, -3.090], [3.696, 0.789, -1.991], [2.812, 0.794, -0.866], [1.527, 1.065, -1.314], [-1.930, 1.374, -3.985], [-2.947, 0.816, -3.280], [-1.638, 0.459, 0.921], [-1.220, 1.393, 4.566], [-2.530, 1.310, 5.067], [-2.834, 1.692, 6.362], [-1.855, 2.219, 7.191], [-0.587, 2.436, 6.675], [-0.283, 2.051, 5.380], [8.343, -0.452, 1.526], [7.363, 1.683, 2.296], [4.992, 2.201, 1.818], [4.613, -1.496, -0.305], [6.964, -2.039, 0.213], [3.727, 0.258, 3.247], [1.542, 0.422, 4.742], [-3.140, -0.824, 3.580], [-4.333, -1.437, 1.307], [-3.882, -1.913, -2.799], [-6.149, -2.726, -3.354], [-8.118, -1.814, -2.159], [-7.804, -0.090, -0.411], [-5.534, 0.697, 0.159], [-0.165, 0.799, -6.050], [0.374, 1.923, -8.175], [1.761, 3.968, -8.180], [2.572, 4.912, -6.041], [2.010, 3.802, -3.907], [3.306, 1.184, -4.111], [4.752, 0.584, -1.941], [-1.971, 1.734, -4.999], [-3.958, 0.644, -3.613], [-3.341, 0.993, 4.436], [-3.853, 1.594, 6.716], [-2.092, 2.507, 8.207], [0.170, 2.925, 7.275], [0.692, 2.304, 4.991], [-1.752, 3.154, 0.769], [-1.254, 4.800, 0.417], [-2.048, 5.876, 0.804], [-1.646, 7.170, 0.514], [-0.458, 7.393, -0.174], [0.333, 6.322, -0.559], [-0.063, 5.022, -0.254], [0.934, 3.656, -0.723], [-2.977, 5.688, 1.329], [-2.263, 8.006, 0.821], [-0.147, 8.403, -0.411], [1.261, 6.481, -1.098], [-1.663, -4.712, 3.988], [-1.166, -3.446, 4.260], [-0.545, -2.713, 3.253], [-0.415, -3.234, 1.968], [-0.870, -4.528, 1.719], [-1.499, -5.259, 2.720], [0.571, -2.074, 0.440], [2.217, -3.457, 0.474], [2.229, -4.646, -0.255], [3.273, -5.550, -0.100], [4.315, -5.273, 0.776], [4.309, -4.090, 1.505], [3.262, -3.189, 1.356], [-0.429, -2.882, -1.272], [-1.718, -3.411, -1.233], [-2.287, -3.958, -2.379], [-1.587, -3.955, -3.579], [-0.320, -3.385, -3.638], [0.253, -2.851, -2.491], [-2.164, -5.279, 4.763], [-1.257, -3.026, 5.256], [-0.149, -1.729, 3.487], [-0.722, -4.984, 0.747], [-1.855, -6.260, 2.511], [1.424, -4.872, -0.946], [3.269, -6.477, -0.661], [5.129, -5.978, 0.892], [5.120, -3.868, 2.189], [3.262, -2.272, 1.939], [-2.280, -3.415, -0.306], [-3.280, -4.392, -2.331], [-2.024, -4.399, -4.465], [0.226, -3.371, -4.574], [1.249, -2.420, -2.546]], "homo_energy_ev": -9.56, "orbital_gap_ev": 5.20, "total_charge": 1, "de_lowest_ev": 0.874, "lumo_ha": -0.160, "largest_force_ev_per_a": 1.853}